#A
Formula: C3H5N3O
Source: OMol25
Level of theory: the ωB97M-V functional and the def2-TZVPD basis

- gap between HOMO and LUMO (Ha) = 0.3081
- LUMO (Ha) = 0.021

ORCA input file:
```
! RIJCOSX wB97M-V def2-TZVPD def2/J DEFGRID3
* xyz 0 1
O -1.7335 1.0683 -0.2264
N 2.1552 -0.2001 -0.3723
N -0.1523 -0.7861 -0.4423
N 0.5273 0.7469 1.0613
C -0.8200 0.5361 1.3722
C 0.8799 -0.0490 0.0818
C -1.3107 -0.3175 0.2263
H 2.7808 0.5294 -0.0603
H -0.1000 -1.4511 -1.1988
H -2.4745 1.3593 0.3377
H 2.2853 -0.4647 -1.3376
H -2.1529 -1.0081 0.1877
*
```

***

#B
Formula: C3H5N3O
Source: OMol25
Level of theory: the ωB97M-V functional and the def2-TZVPD basis

- gap between HOMO and LUMO (Ha) = 0.3601
- LUMO (Ha) = 0.028

ORCA input file:
```
! RIJCOSX wB97M-V def2-TZVPD def2/J DEFGRID3
* xyz 0 1
O -0.7156 0.1029 0.8106
N 1.2119 0.6878 -0.2855
N 0.2807 2.1317 1.2796
N 1.0918 -0.3464 -1.1903
C 0.1431 -1.1443 -1.0560
C -0.8685 -1.0302 -0.0038
C 0.2385 1.0444 0.6328
H 1.9614 1.3664 -0.4281
H -1.8644 -1.0190 -0.4702
H -0.8851 -1.9658 0.6064
H -0.0341 -2.0326 -1.7114
H -0.5597 2.2053 1.8159
*
```

***

Short version: #B is the most stable of them.

***

#A
Formula: C2H9NOS
Source: OMol25
Level of theory: the ωB97M-V functional and the def2-TZVPD basis

- gap between HOMO and LUMO (Ha) = 0.3635
- LUMO (Ha) = 0.030

ORCA input file:
```
! RIJCOSX wB97M-V def2-TZVPD def2/J DEFGRID3
* xyz 0 1
S -1.7077 2.2936 2.4443
O 1.6048 -1.3168 -2.2456
N 1.8803 -3.4406 -1.1391
C 2.2846 -2.0825 -1.2454
C -2.8317 3.3922 1.5428
H 1.7552 -3.9374 -2.0021
H 1.1974 -3.7056 -0.4537
H 3.3030 -2.0347 -1.5963
H 2.1772 -1.5745 -0.2943
H -2.4841 4.4102 1.4071
H -2.9665 2.9138 0.5839
H -1.0718 3.1876 3.2022
H -3.7854 3.3779 2.0550
H 0.6448 -1.4830 -2.2588
*
```

***

#B
Formula: C2H9NOS
Source: OMol25
Level of theory: the ωB97M-V functional and the def2-TZVPD basis

- gap between HOMO and LUMO (Ha) = 0.3600
- LUMO (Ha) = 0.030

ORCA input file:
```
! RIJCOSX wB97M-V def2-TZVPD def2/J DEFGRID3
* xyz 0 1
S 1.9097 1.7149 0.0950
O -0.9927 -2.2861 2.1128
N -1.4438 -0.5379 0.5315
C 1.8132 2.0590 -1.6892
C -0.8643 -1.8190 0.6610
H -1.3538 -2.6331 0.1520
H -2.2989 -0.5285 -0.0293
H 1.7663 1.0357 -2.0768
H 1.0162 2.7333 -1.8739
H 0.2708 -1.6743 0.6405
H -1.3003 0.0739 1.2803
H 2.6308 2.5541 -2.1088
H -1.8375 -1.8573 2.4936
H 0.6844 1.1653 -0.1885
*
```

***

Short version: #A is the most stable of them.